[1]
Computed, not measured: a cluster of 12 separate species, C22H68N8O12 in total in a non-equilibrium geometry, with ωB97M-V/def2-TZVPD.

DFT total energy: -60397.138 eV
highest occupied orbital energy: -0.2838 hartree
relative energy (zero: lowest compared OMol25 entry of this formula, charge and spin): 9.239 eV
total charge: 0
LUMO: -0.362 eV
Kohn-Sham gap: 7.36 eV

Last column: Mulliken charge in e.
Geometry (Å):
C (7.92994, 5.14702, -20.57099)  -0.374
O (9.01208, 5.90726, -21.03457)  -0.596
H (7.14112, 5.12709, -21.31640)  0.436
H (7.50737, 5.46393, -19.66996)  -0.412
H (8.30384, 4.23357, -20.14947)  0.537
H (9.66081, 5.89293, -20.34273)  0.328
C (4.52168, 4.70732, -18.39083)  -0.992
O (5.47291, 4.11222, -17.51441)  0.451
H (4.99338, 5.16266, -19.18656)  0.279
H (3.86141, 5.43041, -17.98441)  0.367
H (3.81263, 3.95481, -18.81391)  0.217
H (5.44911, 4.67478, -16.72527)  -0.105
C (11.12699, 7.35440, -15.24478)  -0.665
O (10.50859, 7.01082, -16.45379)  -0.557
H (12.02269, 8.06901, -15.45955)  0.361
H (11.56917, 6.40048, -14.86529)  0.101
H (10.31947, 7.83784, -14.62388)  0.117
H (10.72046, 7.59937, -17.16877)  0.306
C (12.01161, 3.97063, -18.06997)  0.141
O (11.31657, 4.98554, -18.58997)  -0.672
N (11.79096, 3.55108, -16.82358)  -0.678
N (13.02458, 3.42569, -18.56858)  -0.251
H (10.99441, 4.03307, -16.39562)  0.393
H (12.23138, 2.81689, -16.25211)  0.360
H (13.15801, 3.57429, -19.60659)  0.369
H (13.68926, 2.86271, -17.99762)  0.219
C (8.69106, 3.94392, -16.33239)  -0.237
O (8.13269, 2.81795, -15.83780)  1.192
N (9.53542, 4.64666, -15.69466)  0.688
N (8.50331, 4.31270, -17.51863)  2.325
H (9.91261, 4.25578, -14.82403)  -0.064
H (9.62664, 5.67248, -15.90015)  -0.927
H (7.66721, 3.83292, -17.88036)  -0.968
H (9.11661, 4.86912, -18.02026)  -0.399
C (6.62989, 6.95764, -14.73034)  0.181
O (6.02839, 5.95431, -15.47773)  -0.514
N (6.00017, 8.04568, -14.33407)  -0.489
N (7.81148, 6.91687, -14.30577)  0.243
H (4.98706, 7.98146, -14.40437)  0.337
H (6.32526, 8.61448, -13.55830)  0.161
H (8.24316, 6.00624, -14.52589)  -0.545
H (8.28400, 7.64819, -13.76148)  0.289
C (8.35428, -0.84527, -14.51237)  0.362
O (8.06410, -1.65356, -13.34547)  -0.813
N (7.58244, -0.01386, -15.04248)  0.273
N (9.39422, -1.07079, -15.22878)  -0.165
H (6.68927, 0.17444, -14.64213)  0.163
H (7.99304, 0.67326, -15.68145)  -0.678
H (10.15287, -1.74168, -15.02540)  0.298
H (9.79273, -0.37012, -15.86442)  -0.076
C (4.89740, 1.20031, -20.12128)  -1.300
C (6.40713, 1.08322, -19.69178)  1.145
C (6.58714, 0.98185, -18.08236)  0.265
O (7.05204, 0.11759, -20.12454)  -0.445
H (4.28459, 1.87712, -19.50442)  0.059
H (4.21984, 0.35041, -19.96216)  0.352
H (4.96681, 1.43506, -21.17218)  0.421
H (6.98159, 2.07570, -19.89072)  -0.405
H (6.27602, -0.03264, -17.79902)  0.692
H (5.94810, 1.80096, -17.66103)  -0.317
H (7.60515, 1.20667, -17.72400)  -1.154
H (7.03207, 0.06742, -21.08448)  0.427
C (10.13659, 1.46339, -19.19682)  -1.786
C (10.27113, 0.63530, -17.92261)  1.102
C (11.31670, -0.43879, -17.93414)  -1.667
O (10.31287, 1.18710, -16.81045)  0.131
H (9.85103, 0.90935, -20.07307)  0.549
H (11.08106, 1.88591, -19.44909)  0.567
H (9.47200, 2.37128, -18.98761)  0.251
H (9.36230, 0.19067, -17.98939)  0.413
H (11.09777, -1.29579, -17.38957)  0.470
H (12.23295, 0.01629, -17.60294)  0.273
H (11.57801, -0.81606, -18.97589)  0.380
H (10.85922, 2.00014, -16.81739)  -0.356
C (8.73119, 3.86357, -12.51163)  -0.915
C (10.13410, 3.21338, -12.57488)  0.324
C (10.18528, 1.75753, -13.06957)  -1.134
O (10.90098, 3.79115, -13.34723)  -0.581
H (8.83118, 4.92166, -12.35662)  0.407
H (8.08421, 3.42106, -11.66304)  0.332
H (8.17475, 3.89115, -13.46687)  -0.207
H (10.58778, 3.39327, -11.62782)  0.571
H (9.37749, 1.14608, -12.74045)  0.424
H (11.13762, 1.32149, -12.83227)  0.450
H (10.12680, 1.67221, -14.15841)  -0.071
H (11.15022, 4.61909, -12.92965)  0.341
C (4.52039, 3.30016, -14.49459)  -1.920
C (5.10255, 1.88564, -14.45487)  1.650
C (5.73073, 1.61933, -13.13347)  -2.475
O (4.30286, 1.02432, -14.48838)  -0.470
H (5.28119, 4.04159, -14.41209)  0.117
H (3.93398, 3.55010, -13.59469)  0.433
H (4.00232, 3.42527, -15.32957)  0.362
H (5.76065, 1.77995, -15.28829)  -0.293
H (6.05799, 0.65489, -12.85262)  0.717
H (5.24452, 1.95753, -12.30840)  0.509
H (6.74785, 2.03550, -13.19820)  0.546
H (3.82592, 0.92725, -15.35614)  0.466
C (6.18186, 8.05431, -19.47845)  -1.669
C (6.56810, 7.92275, -17.98305)  1.786
C (8.03540, 8.30695, -17.77793)  -0.984
O (5.95820, 8.72162, -17.23155)  -0.657
H (6.77511, 7.43526, -20.02847)  0.378
H (6.20072, 9.04882, -19.84525)  0.469
H (5.18145, 7.65435, -19.68568)  0.338
H (6.54250, 6.85650, -17.77027)  -0.791
H (8.64982, 7.70963, -18.41750)  0.081
H (8.51071, 8.15254, -16.77023)  0.051
H (8.06877, 9.34157, -17.97030)  0.548
H (6.00030, 8.40185, -16.31092)  0.489

Cartesian forces (eV/Å) of the 2 atoms listed first:
C 0.49 -0.46 -0.19
O -0.39 0.61 -0.56

---

[2]
Computed, not measured: the molecule C23H25NO4, with ωB97M-V/def2-TZVPD.

DFT total energy: -33937.101 eV
highest occupied orbital energy: -0.2931 hartree
relative energy (zero: lowest compared OMol25 entry of this formula, charge and spin): 0.031 eV
total charge: 0
LUMO: 0.653 eV
Kohn-Sham gap: 8.63 eV

Last column: Mulliken charge in e.
Geometry (Å):
C (-0.20155, -5.14517, 0.31833)  -1.226
C (0.65538, -4.66998, -0.84878)  -0.254
C (1.88836, -3.89806, -0.36692)  -1.036
C (1.50290, -2.65267, 0.41166)  0.561
O (1.68541, -2.51982, 1.60325)  -0.644
N (0.90870, -1.69967, -0.34420)  0.329
H (0.86526, -1.81352, -1.34486)  0.418
C (0.51030, -0.41676, 0.20626)  -0.392
C (-0.98928, -0.19667, 0.14504)  -2.566
C (-1.48686, 1.07063, 0.43389)  -0.112
C (-2.84527, 1.35092, 0.41995)  1.098
C (-3.74943, 0.31236, 0.11658)  0.517
C (-3.23869, -0.95385, -0.15206)  -1.061
C (-1.88302, -1.21685, -0.14194)  0.140
H (-1.52974, -2.21548, -0.34524)  0.496
H (-3.94896, -1.73476, -0.37129)  0.443
O (-5.10676, 0.38357, 0.05098)  -0.482
C (-5.80067, 1.58478, 0.30153)  -0.726
H (-5.53087, 2.36506, -0.41298)  0.260
H (-6.85392, 1.33105, 0.18113)  0.299
H (-5.62803, 1.94842, 1.31635)  0.257
O (-3.34613, 2.59859, 0.68880)  -0.525
C (-2.44774, 3.64363, 0.96663)  -0.927
H (-1.86543, 3.44724, 1.87247)  0.335
H (-3.07001, 4.52356, 1.12385)  0.251
H (-1.76785, 3.82644, 0.12821)  0.354
H (-0.77856, 1.84854, 0.67067)  0.562
C (1.28776, 0.69631, -0.47354)  1.044
C (0.91978, 1.09506, -1.74564)  0.772
C (1.61086, 2.12912, -2.40875)  -0.901
C (2.65742, 2.75487, -1.80531)  -0.968
C (3.09073, 2.35914, -0.52293)  0.919
C (4.19315, 2.98702, 0.09121)  -0.799
C (4.64168, 2.58049, 1.31552)  -0.611
C (4.00549, 1.51416, 1.96483)  -0.862
C (2.92549, 0.89237, 1.40111)  -0.878
C (2.41596, 1.30076, 0.14743)  0.885
H (2.48670, 0.05661, 1.92261)  0.328
H (4.37811, 1.17663, 2.92066)  0.427
H (5.48814, 3.06372, 1.78048)  0.392
H (4.68180, 3.79483, -0.43502)  0.388
H (3.17816, 3.55748, -2.30670)  0.394
H (1.27295, 2.39999, -3.39653)  0.476
O (-0.09915, 0.52964, -2.44856)  -0.721
H (-0.65142, -0.01141, -1.86294)  0.407
H (0.77921, -0.47233, 1.26613)  0.593
H (2.50573, -3.60926, -1.22078)  0.319
H (2.48092, -4.53201, 0.29352)  0.367
H (0.05620, -4.03882, -1.51049)  0.285
H (0.98684, -5.53235, -1.43173)  0.373
H (-1.08088, -5.67394, -0.04281)  0.339
H (-0.52680, -4.30280, 0.92471)  0.289
H (0.36767, -5.81682, 0.95625)  0.371

Cartesian forces (eV/Å) of the 2 atoms listed first:
C 0.03 0.05 -0.24
C 0.03 -0.05 0.14

---

[3]
Computed, not measured: the molecule C4H7NO3, with ωB97M-V/def2-TZVPD.

DFT total energy: -11894.465 eV
highest occupied orbital energy: -0.3692 hartree
relative energy (zero: lowest compared OMol25 entry of this formula, charge and spin): 0.813 eV
total charge: 0
LUMO: 0.683 eV
Kohn-Sham gap: 10.73 eV

Last column: Mulliken charge in e.
Geometry (Å):
C (0.96551, -0.22450, 0.04461)  -0.631
C (-0.12427, -1.25088, 0.32326)  -0.488
C (-0.52861, -1.25283, 1.78900)  0.019
O (0.13524, -0.73705, 2.64944)  -0.475
N (0.40524, 1.13970, 0.00638)  -0.251
C (-0.26813, 1.56695, -1.09973)  0.601
O (0.18513, 1.00936, -2.26258)  -0.466
O (-1.17696, 2.36235, -1.09552)  -0.605
H (1.35977, -0.39063, -0.95117)  0.367
H (1.69166, -0.21810, 0.85179)  0.343
H (-1.00828, -1.00383, -0.26578)  0.297
H (0.21431, -2.26468, 0.07507)  0.342
H (-1.48740, -1.74057, 2.05075)  0.370
H (-0.09291, 1.47290, 0.82117)  0.253
H (-0.27032, 1.53180, -2.93668)  0.324

Cartesian forces (eV/Å) of the 2 atoms listed first:
C -0.63 0.72 0.07
C 0.03 0.11 0.53